No. 1
C54H75N13O3 | wB97M-V/def2-TZVPD

The geometry in XYZ format:
```
145
Properties=species:S:1:pos:R:3:forces:R:3:mulliken_charge:R:1
H -30.406 -10.682 16.691 0.4 0.6 -0.3 0.294
C -10.326 -2.487 22.561 -0.9 0.9 -1.4 -0.088
C -17.343 -17.797 5.169 1.1 0.1 -0.4 0.949
H -8.382 -1.769 14.128 0.2 0.5 0.2 0.352
H -16.156 -20.493 14.383 -0.8 0.1 0.3 0.258
N -16.971 -20.840 16.283 0.8 -1.2 -0.7 0.162
C -15.874 -17.415 5.463 -1.4 -1.5 -0.6 0.691
H -19.421 -20.083 3.836 -0.5 -0.8 -0.6 0.471
C -15.485 -17.180 6.776 2.7 0.0 0.6 -0.653
H -16.084 -18.310 16.596 0.7 -1.2 -0.5 0.301
C -16.767 -22.587 17.524 -1.2 -1.8 3.0 -0.540
C -9.428 -2.051 18.847 -1.1 -0.7 0.5 1.033
C -39.859 -13.705 3.837 0.0 0.7 -0.2 -0.817
C -14.848 -17.503 4.479 0.5 0.5 0.4 -0.750
H -18.800 -20.983 19.595 -1.0 2.0 0.8 0.336
H -28.857 -9.284 22.604 -0.1 0.3 -0.3 0.336
H -10.607 -3.948 18.428 1.1 1.0 -0.1 0.274
H -17.151 -19.615 3.955 1.1 -0.6 -0.6 0.483
C -29.155 -9.556 19.336 0.3 1.2 -1.2 -0.201
H -39.576 -11.165 7.664 0.0 0.4 0.1 0.506
H -38.304 -13.998 12.332 1.0 0.6 -0.1 0.390
H -32.847 1.076 18.175 1.1 -1.0 0.3 0.230
H -17.914 -19.557 17.785 -0.2 0.1 -0.3 0.363
H -27.540 -11.615 16.633 1.9 0.4 0.2 0.384
C -28.170 3.457 5.467 -1.5 -1.4 2.1 -0.809
C -36.782 -12.422 9.264 -0.1 0.9 -1.9 -0.641
C -33.328 1.997 18.315 0.8 2.9 -3.0 -0.496
H -34.738 1.017 19.022 -2.0 -1.2 1.1 0.225
C -18.365 -17.021 5.716 1.2 1.7 1.7 -0.626
N -31.309 5.429 5.432 4.3 -1.3 -2.0 -0.541
C -38.592 -13.514 10.348 -0.7 0.4 -1.0 -0.508
C -15.714 -18.872 15.688 0.4 0.4 0.3 -1.014
H -27.963 -8.425 21.301 -0.6 0.2 0.2 0.346
C -36.103 -12.345 10.409 0.2 1.3 2.5 -0.040
H -28.909 -8.517 19.091 -0.1 -0.8 -0.5 0.380
C -9.912 -2.988 16.694 0.1 -1.3 -1.1 -0.035
H -7.664 -0.759 20.387 -0.4 -0.1 0.0 0.494
C -8.922 -0.954 18.171 -0.6 0.9 -0.4 -0.571
H -32.942 2.862 17.688 0.0 -0.9 1.3 0.216
C -38.950 -14.527 5.909 -0.5 0.4 1.6 -0.412
C -39.871 -12.348 5.910 1.5 -0.7 1.2 -0.154
N -13.163 -17.009 6.081 0.9 -0.6 0.3 0.052
C -10.445 -2.632 21.194 1.2 1.3 -0.7 -0.734
O -10.223 -10.945 19.541 0.0 0.0 0.0 0.000
H -28.667 4.991 3.202 -0.3 0.4 0.3 0.327
H -18.072 -16.215 6.444 -0.6 -0.6 -1.2 0.339
H -35.207 2.838 18.684 -0.7 0.4 0.2 0.260
H -10.045 -0.959 14.219 0.5 0.7 0.4 0.401
H -11.166 -2.788 23.189 0.8 -0.2 0.3 0.383
C -28.944 -8.805 21.621 -0.6 -1.6 -0.3 -0.810
H -8.338 -1.349 24.834 0.9 -0.1 0.4 0.421
C -8.496 -1.203 20.934 1.3 0.7 0.0 -0.703
H -38.073 -15.137 7.756 0.4 -0.9 0.4 0.531
H -15.012 -17.695 3.435 -0.5 -0.1 -0.2 0.483
C -9.479 -1.945 20.362 -1.4 -2.3 -0.9 1.054
C -9.054 -0.882 16.818 1.0 -0.5 -2.0 -0.574
H -17.517 -22.041 20.357 -0.5 0.5 -1.2 0.304
H -10.290 -3.811 16.117 0.0 -0.1 -0.4 0.398
C -35.938 -12.838 12.813 0.2 2.7 -0.1 -0.927
H -27.366 3.516 4.762 0.1 -0.1 -0.5 0.273
H -8.854 0.034 16.276 0.2 -0.1 0.0 0.451
C -11.744 -16.821 6.483 0.5 0.9 -0.6 -0.859
H -18.899 -22.614 19.304 0.3 -0.2 0.4 0.399
C -13.529 -17.253 4.805 0.7 -0.3 -0.8 -0.181
C -29.337 -10.523 16.878 -0.9 -0.3 2.5 -0.227
H -15.993 -22.668 15.451 0.0 0.2 0.4 0.424
H -27.828 3.793 6.431 0.7 0.5 0.3 0.358
C -38.593 -14.362 7.263 -0.3 -0.4 -2.1 -0.518
C -17.551 -20.508 17.446 0.8 -2.1 -1.0 0.078
C -18.184 -21.802 19.482 0.8 -2.3 -0.3 -0.845
C -38.035 -12.963 9.186 -2.0 -1.4 0.0 0.549
O -34.858 1.190 10.759 1.9 1.4 0.5 0.016
N -17.518 -21.615 18.185 1.2 0.0 0.4 0.054
H -20.531 -16.824 5.935 -0.1 1.0 0.5 0.393
H -16.090 -17.190 7.695 0.0 0.0 -0.9 0.368
H -36.339 -11.863 8.479 0.1 0.0 -1.1 0.454
C -30.411 4.518 5.834 -1.4 -0.2 2.5 -0.189
H -7.782 -0.377 22.855 -0.6 -0.7 -0.9 0.413
H -40.360 -11.613 5.341 -0.6 0.8 -0.6 0.432
H -39.604 -13.871 10.538 0.2 -0.1 -1.0 0.427
C -16.694 -19.936 15.172 0.7 0.8 0.3 -0.452
C -9.349 -1.412 24.526 -1.0 -0.3 -1.0 -0.976
C -21.477 -18.887 4.829 0.2 -1.9 -0.1 -0.837
C -16.450 -22.201 16.315 -0.9 3.4 -1.1 -0.281
C -29.641 -11.640 19.229 -1.4 -4.3 5.2 -0.077
C -28.517 -11.590 16.276 -1.6 -3.1 -0.2 -1.187
N -9.378 -1.660 23.035 -0.3 0.4 1.9 -0.001
H -12.657 -17.285 4.112 -1.2 0.0 0.3 0.400
H -36.106 -13.760 13.289 0.4 -1.2 0.5 0.384
H -40.411 -14.611 3.624 -0.6 0.0 0.5 0.367
H -40.353 -12.794 3.509 -0.2 -0.3 -0.4 0.235
C -8.495 -1.023 22.283 0.9 0.5 1.5 -0.286
H -14.691 -19.338 15.735 -1.0 0.5 0.8 0.285
N -29.354 -10.619 18.517 1.4 4.6 -3.2 0.134
H -31.047 6.680 3.744 0.6 -0.9 -0.2 0.379
H -35.301 -11.615 10.582 0.1 -0.9 -0.3 0.375
C -14.072 -17.055 7.022 -3.1 0.8 2.4 -0.179
H -21.559 -19.997 5.206 0.3 2.1 -1.0 0.357
N -29.316 -9.875 20.603 0.4 -0.7 0.2 0.035
C -37.843 -13.504 11.454 0.3 -0.1 2.0 -0.198
H -38.818 -15.487 5.384 0.0 0.8 0.1 0.451
N -33.963 1.825 10.979 -2.0 -1.3 -0.5 0.421
H -16.582 -23.516 18.060 -0.1 0.2 -0.4 0.449
H -35.219 -2.903 1.970 0.0 0.0 0.1 -0.059
H -29.801 -12.667 18.732 0.1 1.9 1.3 0.293
C -30.606 5.816 4.270 0.1 0.5 -1.1 -0.443
H -13.760 -16.881 8.082 0.0 -0.3 -1.2 0.322
H -9.862 -2.268 24.908 0.0 -0.4 0.8 0.379
H -15.575 -18.046 15.021 -0.1 0.3 -1.0 0.395
H -28.885 -12.649 16.508 0.1 1.4 -0.1 0.320
H -28.493 2.399 5.772 0.3 1.2 -1.3 0.274
H -36.320 -12.036 13.508 -0.1 -0.7 -1.0 0.340
H -11.328 -3.112 20.800 0.2 -0.3 -0.1 0.391
H -17.657 -19.545 14.840 0.3 0.1 -0.3 0.323
C -39.389 -12.111 7.203 -0.7 -1.0 -0.6 -0.651
C -34.568 1.997 18.713 0.8 -0.2 0.1 -0.435
H -22.046 -18.304 5.534 -0.2 0.3 0.0 0.277
H -8.626 0.006 18.585 0.0 -0.5 0.5 0.392
H -9.904 -0.523 24.819 0.0 0.1 -0.4 0.338
H -9.874 -2.588 14.014 -0.3 -1.2 0.2 0.358
H -21.853 -18.782 3.767 0.5 -0.1 1.3 0.348
H -29.798 -8.130 21.570 0.5 0.4 0.4 0.341
H -11.226 -16.382 5.629 -0.1 0.2 0.2 0.339
O -11.708 -13.620 16.361 0.0 0.0 0.0 -0.083
C -9.395 -1.777 14.507 -0.1 -0.5 1.0 -0.915
H -11.192 -17.715 6.714 -0.4 -0.8 0.0 0.353
C -29.659 -11.203 20.683 0.2 -1.5 -2.9 -0.418
H -28.593 -11.583 15.186 0.3 0.5 0.1 0.361
H -38.927 -13.842 3.303 0.4 0.4 0.1 0.407
C -38.770 -13.158 7.890 0.8 1.7 -0.3 0.668
N -29.295 4.312 5.130 0.1 -0.7 -0.9 0.137
H -34.899 -12.518 12.612 -0.4 -0.9 0.2 0.334
N -39.575 -13.500 5.283 0.4 -1.5 -0.1 -0.020
C -29.383 5.081 4.015 -2.9 2.2 0.4 -0.163
C -19.675 -17.295 5.523 -0.9 -1.7 0.2 -0.223
N -20.040 -18.457 4.925 -1.0 0.3 -1.0 0.006
N -36.651 -12.869 11.506 0.0 -1.0 1.4 0.037
C -19.124 -19.182 4.294 1.4 0.1 0.8 -0.184
C -9.991 -3.085 18.045 -0.5 0.1 2.2 -0.710
H -28.929 -9.554 16.589 -0.5 0.1 0.5 0.313
H -30.514 4.013 6.771 -0.1 -0.4 0.4 0.397
N -9.367 -1.963 16.043 -0.8 2.0 -0.4 0.062
H -11.673 -16.168 7.358 -0.3 0.0 -0.4 0.343
C -17.775 -18.897 4.398 -0.5 1.0 0.5 -0.777
H -29.849 -11.768 21.635 0.3 0.8 -1.3 0.384
```
Forces are in eV/Å.

Summary:
total charge = +8
HOMO level = -0.45960 hartree
Kohn-Sham gap = 0.55 eV
DFT total energy = -82622.0433 eV

No. 2
C43H37Cl4F5O4 | wB97M-V/def2-TZVPD

The geometry in XYZ format:
```
93
Properties=species:S:1:pos:R:3:forces:R:3:mulliken_charge:R:1
H -5.030 -1.857 -1.894 -0.2 0.0 0.0 0.600
H -2.105 -0.402 -0.765 -0.1 -0.1 0.3 -0.152
C -4.819 -0.802 -1.810 0.7 0.8 0.6 -0.453
H -1.828 1.966 -0.243 0.2 0.0 -0.1 0.340
C 4.531 3.831 1.459 -0.5 -0.3 0.3 -0.129
C -5.128 -3.900 1.066 -0.7 0.5 0.1 -0.717
H 6.380 4.414 0.488 -0.2 0.3 0.0 0.380
C 0.893 -0.794 -3.205 -0.5 0.1 0.8 -0.499
C 2.516 -4.711 -1.326 0.1 0.2 -0.1 -0.631
C -0.609 -1.061 0.640 0.4 -0.1 0.5 0.346
C 6.720 3.547 2.386 0.5 -0.4 0.1 -0.197
H 3.018 1.422 -4.626 0.0 -0.1 0.0 0.426
H -5.495 -3.463 1.987 0.1 -0.2 0.1 0.418
C 0.332 -0.671 1.594 -0.5 0.3 0.5 -1.143
Cl -1.216 1.240 7.149 -0.2 0.1 0.0 -0.111
F -3.429 5.168 -0.965 -0.2 0.0 -0.1 -0.320
C 2.853 -1.894 -3.991 0.5 -0.4 -0.4 -0.335
H 1.646 -5.034 -1.880 0.0 0.0 0.0 0.586
C -5.759 -5.033 0.575 0.1 -0.6 0.7 0.637
H 1.484 5.933 0.502 0.0 0.2 0.0 0.357
C -1.888 6.286 0.401 0.1 0.2 0.1 -0.395
Cl 1.093 1.367 5.461 0.2 0.1 -0.3 0.047
C -4.863 1.291 -0.602 -0.5 -0.6 0.4 -0.448
H -3.664 -0.803 -3.599 0.0 0.3 -0.1 0.420
C 2.634 0.488 -4.232 0.1 0.5 -0.1 -0.466
C 0.461 5.827 0.164 0.1 0.1 -0.2 0.008
H 3.451 -2.762 -4.239 -0.2 -0.1 0.1 0.394
F 4.287 2.145 4.633 0.1 -0.2 -0.2 -0.266
C 2.414 -4.351 -0.002 -0.2 0.2 0.2 0.627
H -1.340 3.956 -2.014 -0.2 0.0 0.1 0.464
H -2.124 -2.749 -0.939 0.1 -0.2 0.1 0.234
C -2.153 5.408 -0.632 0.5 -0.4 0.6 0.241
F 4.420 -0.668 -5.238 0.2 0.1 0.4 -0.322
C -4.027 -0.191 -2.779 -0.1 -0.7 -0.4 -0.518
H 5.615 -3.579 0.720 -0.2 0.2 0.2 0.372
C -3.730 1.150 -2.690 -0.4 0.1 0.3 0.363
C 6.193 2.898 3.490 -0.6 -0.3 0.0 -0.738
C 3.769 -4.581 -1.908 0.6 0.3 -0.3 -0.433
H -6.889 -6.514 1.049 -0.1 0.0 0.0 0.287
H 3.963 -4.748 -2.962 -0.5 -0.3 0.0 0.545
H -5.232 1.801 0.280 0.2 0.4 -0.2 0.388
C -3.706 -3.832 -0.853 0.2 0.6 0.0 -0.128
C -5.351 -5.571 -0.627 0.0 0.2 -0.2 -0.491
C -1.140 4.673 -1.225 0.2 0.1 -0.7 0.019
C 4.826 2.702 3.522 -0.4 0.3 0.5 0.562
C 1.614 -1.965 -3.376 0.1 0.4 -0.3 -0.434
C 3.474 -3.903 0.763 -0.3 -0.4 0.0 -0.487
C 5.902 4.003 1.368 0.1 -0.1 -0.2 -0.777
H -0.234 3.509 0.734 -0.1 -0.1 0.2 0.230
H -4.091 -5.396 -2.305 0.3 0.3 0.0 0.409
C 3.339 -0.677 -4.427 -0.7 -0.2 -0.4 0.187
H 1.168 -2.913 -3.117 0.1 0.0 0.2 0.430
H -4.052 2.993 -1.677 0.2 -0.1 0.3 0.685
H -0.354 7.258 1.546 0.0 0.0 0.0 0.379
H -0.096 -2.959 0.701 -0.1 0.3 -0.1 0.157
Cl 1.332 1.928 8.269 0.2 0.2 0.2 -0.108
F -3.038 1.754 -3.681 0.1 -0.1 0.1 -0.390
H 2.899 3.002 2.581 0.0 -0.1 0.2 0.348
C 0.525 0.951 7.058 -0.3 0.0 0.1 0.293
H 5.837 -4.128 -1.666 0.1 0.2 0.1 0.414
H 0.822 -1.421 2.204 0.2 0.0 -0.2 0.458
C -0.246 1.634 1.184 -0.2 0.1 0.2 0.137
C 0.177 4.909 -0.843 -0.1 0.2 0.4 -0.752
O -2.661 -3.292 -1.537 0.0 0.0 -0.4 -0.513
Cl 0.829 -0.749 7.385 0.1 -0.3 0.0 -0.114
C 3.971 3.141 2.538 0.2 0.5 -0.5 -0.318
H 0.851 1.351 -3.470 -0.2 0.0 0.1 0.501
O -0.047 2.959 1.510 0.2 -0.3 -0.1 -0.659
H -3.592 -2.435 0.778 -0.1 0.1 -0.1 0.546
H 0.996 4.343 -1.266 -0.1 -0.1 -0.2 0.318
H -0.058 -0.834 -2.684 -0.1 0.0 -0.2 0.641
C -4.171 1.917 -1.623 0.0 0.3 -0.4 -0.529
H 1.179 1.085 2.607 0.0 -0.4 0.2 0.125
H 3.280 -3.702 1.807 0.2 0.1 0.0 0.449
H 7.794 3.644 2.288 0.0 0.1 0.1 0.349
C 4.869 -4.136 -1.186 -0.5 -0.5 0.4 -0.716
H -2.717 6.684 0.973 0.0 0.3 -0.2 0.415
H -5.742 -6.507 -1.007 -0.2 0.1 0.0 0.297
C -0.563 6.552 0.754 -0.4 -0.5 0.1 -0.611
O -6.685 -5.644 1.404 0.1 0.2 -0.3 -0.553
H 6.740 2.463 4.316 0.4 0.3 -0.1 0.421
C 4.719 -3.833 0.166 0.6 0.0 -0.3 -0.339
C -1.409 -0.121 0.022 0.5 0.6 -0.8 0.631
O -0.780 -2.383 0.327 -0.3 -0.2 -0.2 -0.209
F 1.191 -4.396 0.610 0.1 -0.2 -0.1 -0.436
C 0.465 0.673 1.906 0.2 0.6 -0.7 0.067
C -4.364 -4.927 -1.368 -0.1 -0.8 -0.1 -0.496
H 3.833 4.228 0.731 0.3 -0.1 -0.2 0.347
C -5.180 -0.061 -0.681 -0.3 -0.5 -0.7 -0.560
C 1.401 0.432 -3.593 0.5 -0.2 -0.3 -0.516
C -4.133 -3.271 0.350 0.3 -0.6 0.1 0.067
C -1.177 1.245 0.236 -0.4 -0.7 0.5 -0.426
H -5.791 -0.545 0.070 0.1 0.1 0.2 0.474
```
Forces are in eV/Å.

Summary:
total charge = 0
HOMO level = -0.29036 hartree
Kohn-Sham gap = 8.31 eV
DFT total energy = -117057.4166 eV

- Look up the Kohn-Sham gap of the first one.
  0.55 eV

- Number 1 is which compound?
  C54H75N13O3

- Which of these has the lowest HOMO level?
  C54H75N13O3

- Number 2 is which compound?
  C43H37Cl4F5O4